Record 1
# C27H49BCl20NO4

11 unconnected molecules or ions with the total composition C27H49BCl20NO4 (ωB97M-V with the def2-TZVPD basis set, the Open Molecules 2025 dataset).

Output
Highest occupied orbital energy   -11.5678 eV
Net charge   +1
DFT total energy   -10642.46482 Ha
Spin multiplicity   1
Gap between HOMO and LUMO   6.66 eV
F_max   2.86 eV/Å

Last column: Löwdin charge in e.
CARTESIAN COORDINATES (ANGSTROEM)
1 O 2.1678 -2.3112 0.2329  0.089
2 C 1.4218 -2.1737 1.1667  -0.402
3 O 0.0806 -2.0755 0.8750  -0.020
4 C -0.7558 -2.9009 1.7258  -0.108
5 B -0.3318 -4.4503 1.8255  -0.563
6 O -0.9123 -5.2033 2.8880  0.098
7 O 0.5132 -5.1368 0.9570  0.166
8 C 2.0980 -2.0692 2.5733  0.016
9 C 1.4902 -1.6573 3.8523  0.052
10 C 2.2762 -1.6642 5.0640  0.008
11 N 3.5872 -2.0510 5.0110  0.091
12 C 4.2521 -2.4109 3.8709  -0.019
13 C 3.5314 -2.4291 2.6181  0.052
14 H -0.8885 -2.5174 2.7688  0.039
15 H -1.7877 -2.8847 1.2691  0.116
16 H -1.8433 -5.3555 2.6389  0.096
17 H 0.5300 -4.7254 0.0738  0.123
18 H 0.4290 -1.3330 3.9156  0.007
19 H 1.7792 -1.3826 6.0153  0.118
20 H 4.1060 -2.0532 5.8908  0.183
21 H 5.3252 -2.6869 3.8670  0.123
22 H 4.0466 -2.7187 1.6714  0.138
23 Cl 6.9212 -0.9184 2.1949  0.569
24 C 5.8128 0.0942 1.2255  -0.701
25 C 5.5662 1.4384 1.8670  -0.653
26 Cl 4.6134 1.2975 3.3713  0.536
27 H 4.8829 -0.4580 1.0866  0.049
28 H 6.2786 0.2219 0.2441  -0.033
29 H 4.9950 2.0715 1.1885  0.057
30 H 6.4997 1.9475 2.1043  0.078
31 Cl 2.6886 -0.2879 -1.9398  0.594
32 C 3.3099 1.0603 -2.9269  -0.640
33 C 4.8096 0.9917 -3.0915  -0.627
34 Cl 5.6550 1.3004 -1.5523  0.639
35 H 3.0002 1.9928 -2.4557  0.072
36 H 2.8268 0.9952 -3.9023  0.081
37 H 5.1414 1.7526 -3.7989  0.029
38 H 5.1322 0.0197 -3.4628  0.080
39 Cl -2.8636 0.5975 -0.2305  0.539
40 C -1.5048 0.0016 -1.2201  -0.666
41 C -1.0092 1.0406 -2.1993  -0.660
42 Cl -2.1923 1.3694 -3.4898  0.562
43 H -1.8309 -0.9043 -1.7301  0.075
44 H -0.7051 -0.2651 -0.5296  0.045
45 H -0.1010 0.6835 -2.6858  0.042
46 H -0.7814 1.9837 -1.7030  0.071
47 Cl -7.9749 2.4602 -4.5403  0.552
48 C -7.0497 0.9391 -4.4542  -0.654
49 C -5.6060 1.1702 -4.0701  -0.683
50 Cl -4.6933 2.0017 -5.3537  0.519
51 H -7.1330 0.4388 -5.4182  0.071
52 H -7.5362 0.3150 -3.7037  0.073
53 H -5.1111 0.2135 -3.8999  0.064
54 H -5.5230 1.7627 -3.1595  0.067
55 Cl 2.5431 -8.1943 -1.9383  0.541
56 C 1.7975 -8.1176 -0.3215  -0.677
57 C 1.1519 -9.4263 0.0729  -0.664
58 Cl -0.2935 -9.7830 -0.9049  0.540
59 H 1.0783 -7.3009 -0.3201  0.041
60 H 2.5936 -7.8714 0.3819  0.072
61 H 0.8266 -9.3784 1.1126  0.071
62 H 1.8441 -10.2613 -0.0298  0.070
63 Cl 5.5594 4.9262 -3.7369  0.561
64 C 7.2645 4.9449 -3.2137  -0.639
65 C 8.1769 4.2830 -4.2208  -0.646
66 Cl 7.9066 2.5250 -4.3100  0.560
67 H 7.3235 4.4602 -2.2398  0.064
68 H 7.5464 5.9911 -3.0909  0.078
69 H 9.2172 4.4299 -3.9300  0.077
70 H 8.0411 4.6971 -5.2192  0.073
71 Cl -1.5729 -0.4770 4.4910  0.641
72 C -2.2315 -0.0071 6.0812  -0.599
73 C -1.1945 -0.1095 7.1759  -0.639
74 Cl -0.7443 -1.8002 7.5194  0.566
75 H -3.0964 -0.6345 6.2867  0.055
76 H -2.5732 1.0244 5.9916  0.088
77 H -1.5916 0.3075 8.1015  0.081
78 H -0.2869 0.4357 6.9185  0.067
79 Cl 4.1222 9.0387 -6.2236  0.544
80 C 3.8140 8.0824 -4.7529  -0.688
81 C 3.3909 8.9471 -3.5874  -0.667
82 Cl 4.7195 9.9781 -2.9988  0.534
83 H 4.7154 7.5151 -4.5238  0.014
84 H 3.0195 7.3758 -4.9963  0.072
85 H 3.0863 8.3164 -2.7515  0.069
86 H 2.5536 9.5924 -3.8504  0.069
87 Cl -13.4882 3.5191 -2.1328  0.538
88 C -11.7948 2.9670 -2.1550  -0.670
89 C -11.5681 1.8597 -3.1586  -0.678
90 Cl -12.3696 0.3417 -2.6784  0.533
91 H -11.5286 2.6531 -1.1463  0.067
92 H -11.1834 3.8315 -2.4160  0.071
93 H -10.5022 1.6432 -3.2357  0.028
94 H -11.9316 2.1349 -4.1479  0.071
95 Cl -6.4913 -2.1546 2.2499  0.558
96 C -5.9884 -2.3946 3.9400  -0.655
97 C -4.5695 -1.9314 4.1812  -0.655
98 Cl -3.3750 -2.9691 3.3622  0.641
99 H -6.1122 -3.4490 4.1838  0.072
100 H -6.6751 -1.8180 4.5606  0.078
101 H -4.3439 -1.9715 5.2468  0.058
102 H -4.4179 -0.9080 3.8386  0.062

---

Record 2
# C27H49Br3FIN2O33S8

A molecular structure, C27H49Br3FIN2O33S8 (ωB97M-V with the def2-TZVPD basis set, the Open Molecules 2025 dataset).

Output
Energy relative to the best compared isomer or geometry (same formula, charge and spin)   35.7 kcal/mol
Highest occupied orbital energy   -8.9917 eV
DFT total energy   -14955.54238 Ha
Spin multiplicity   1
Gap between HOMO and LUMO   8.94 eV
F_max   4.12 eV/Å

Last column: Löwdin charge in e.
CARTESIAN COORDINATES (ANGSTROEM)
1 C 1.7039 -2.1477 -0.0521  -0.201
2 C 0.5779 -1.7852 -1.0320  -0.689
3 Br 0.9766 0.0742 -1.6412  0.697
4 C 0.5031 -2.6518 -2.3267  -0.604
5 Br 2.3010 -3.3638 -2.7516  0.785
6 C -0.5980 -3.7859 -2.2680  -0.426
7 C -1.4943 -3.4160 -3.4929  -0.116
8 C -2.3373 -2.1328 -3.2456  -0.173
9 C -3.8506 -2.3856 -2.9906  -0.157
10 C -4.3460 -1.3916 -1.9083  -0.287
11 N -4.4587 -2.0426 -0.5707  0.018
12 N -1.4196 -3.8490 -1.0591  0.123
13 C -2.0746 -5.0666 -0.9456  -0.600
14 O -2.8912 -5.3773 -0.1847  0.106
15 C -1.4548 -5.9712 -2.0534  -0.624
16 I -1.4323 -8.0567 -1.4732  0.947
17 C -0.0740 -5.2506 -2.2937  -0.807
18 F 0.3713 -5.7196 -3.4766  -0.002
19 Br 0.9695 -5.7962 -0.7101  0.773
20 H 1.5113 -1.6029 0.8765  0.047
21 H 1.7883 -3.2176 0.1484  0.033
22 H 2.6357 -1.7273 -0.4348  0.023
23 H -0.3626 -1.7015 -0.4881  0.073
24 H 0.3057 -1.9722 -3.1486  0.036
25 H -2.1774 -4.2243 -3.7783  0.110
26 H -0.8601 -3.2401 -4.3712  0.123
27 H -1.9234 -1.6045 -2.3699  0.088
28 H -2.1752 -1.4488 -4.0865  0.120
29 H -3.9825 -3.4255 -2.6772  0.104
30 H -4.3802 -2.1551 -3.9223  0.108
31 H -3.6844 -0.5357 -1.7872  0.080
32 H -5.3144 -0.9869 -2.2163  0.097
33 H -4.0228 -1.4055 0.0941  0.057
34 H -5.4388 -2.0012 -0.3012  0.069
35 H -1.9292 -3.0132 -0.7961  0.122
36 H -2.0811 -6.0264 -2.9435  0.069
37 C -1.1118 -3.0457 3.8341  -0.152
38 C -1.7610 -1.7618 4.3066  -0.159
39 O -0.6622 -0.8990 4.6324  -0.184
40 S 0.5699 -1.2166 3.6520  0.602
41 O 0.5556 -0.2760 2.5901  -0.225
42 O 1.7248 -1.4487 4.4403  -0.215
43 O 0.0355 -2.6208 3.0877  -0.189
44 H -0.7677 -3.6511 4.6752  0.136
45 H -1.7728 -3.6402 3.2073  0.140
46 H -2.3992 -1.9108 5.1736  0.137
47 H -2.3377 -1.2900 3.5075  0.132
48 C 4.6038 0.4591 6.5032  -0.165
49 C 4.8956 -0.6729 5.5431  -0.163
50 O 5.8982 -0.1521 4.6621  -0.187
51 S 6.8320 0.8785 5.4673  0.605
52 O 8.0029 0.1991 5.8897  -0.220
53 O 6.8835 2.0945 4.7437  -0.214
54 O 5.8754 1.0708 6.7480  -0.190
55 H 3.9466 1.2048 6.0500  0.134
56 H 4.1653 0.1099 7.4350  0.135
57 H 4.0165 -0.9822 4.9845  0.107
58 H 5.3170 -1.5362 6.0642  0.136
59 C -4.9933 -12.9074 -2.8415  -0.167
60 C -4.8727 -11.5271 -3.4533  -0.167
61 O -4.1498 -10.7640 -2.4833  -0.207
62 S -3.1139 -11.7229 -1.7126  0.563
63 O -1.8366 -11.5855 -2.3120  -0.248
64 O -3.3169 -11.5733 -0.3195  -0.217
65 O -3.7419 -13.1279 -2.1840  -0.186
66 H -5.7856 -12.9416 -2.0903  0.134
67 H -5.1693 -13.6781 -3.5882  0.135
68 H -5.8398 -11.0724 -3.6525  0.136
69 H -4.2852 -11.5506 -4.3745  0.134
70 C 2.2674 3.8839 -0.4587  -0.156
71 C 1.4110 3.8182 0.7829  -0.150
72 O 0.9449 5.1654 0.9670  -0.182
73 S 0.7562 5.8650 -0.4639  0.614
74 O -0.6149 5.7702 -0.8286  -0.227
75 O 1.4589 7.0972 -0.4594  -0.222
76 O 1.5834 4.7983 -1.3315  -0.185
77 H 3.2543 4.2940 -0.2345  0.138
78 H 2.3794 2.9144 -0.9371  0.106
79 H 1.9660 3.4810 1.6540  0.143
80 H 0.5413 3.1735 0.6352  0.130
81 C 6.7651 -0.1182 -2.1042  -0.163
82 C 7.7099 -0.1557 -0.9213  -0.162
83 O 6.9225 0.3006 0.1832  -0.180
84 S 5.3976 -0.1578 -0.0225  0.587
85 O 5.1751 -1.3472 0.7150  -0.211
86 O 4.5641 0.9831 0.1066  -0.230
87 O 5.5038 -0.5461 -1.5795  -0.196
88 H 6.6491 0.8978 -2.4884  0.134
89 H 7.0825 -0.7756 -2.9101  0.136
90 H 8.5787 0.4827 -1.0599  0.138
91 H 8.0386 -1.1753 -0.7066  0.135
92 C 4.7083 9.5552 0.6727  -0.161
93 C 3.9565 8.2442 0.7464  -0.173
94 O 4.9816 7.2403 0.7584  -0.192
95 S 6.2805 7.8138 1.5139  0.605
96 O 6.2630 7.3629 2.8572  -0.216
97 O 7.4040 7.6319 0.6695  -0.220
98 O 5.8622 9.3673 1.5012  -0.190
99 H 5.0488 9.7614 -0.3446  0.133
100 H 4.1157 10.3930 1.0321  0.136
101 H 3.2898 8.0987 -0.0928  0.099
102 H 3.3907 8.1637 1.6775  0.140
103 C -3.7522 4.0986 -1.7149  -0.163
104 C -3.2970 3.4917 -3.0230  -0.149
105 O -3.7740 2.1389 -2.9735  -0.189
106 S -5.1534 2.0884 -2.1528  0.606
107 O -6.2346 2.0920 -3.0684  -0.207
108 O -5.0200 1.1029 -1.1407  -0.243
109 O -5.0539 3.5417 -1.4777  -0.190
110 H -3.1001 3.7996 -0.8919  0.135
111 H -3.8036 5.1840 -1.7569  0.133
112 H -2.2167 3.5136 -3.1399  0.139
113 H -3.7646 3.9877 -3.8766  0.137
114 C -5.1850 6.6235 1.2467  -0.164
115 C -5.8239 7.9236 1.6998  -0.164
116 O -4.7191 8.7949 1.9692  -0.185
117 S -3.5152 8.4468 0.9615  0.600
118 O -3.5620 9.3544 -0.1252  -0.212
119 O -2.3445 8.2295 1.7267  -0.210
120 O -4.0613 7.0258 0.4555  -0.204
121 H -4.8165 6.0436 2.0959  0.135
122 H -5.8636 6.0101 0.6575  0.134
123 H -6.4372 7.7996 2.5887  0.136
124 H -6.4239 8.3705 0.9036  0.134